Version w
DFT (ωB97M-V with the def2-TZVPD basis set) results for a molecular structure, C5H4HgMgO6.

```
17
Properties=species:S:1:pos:R:3
O 4.79 4.54 -1.49
C 4.04 3.70 -1.33
O 3.29 2.80 -1.19
O 1.55 -0.52 -0.20
Mg 2.20 1.15 -0.85
O -2.92 0.86 1.94
C -2.61 0.17 0.94
O -3.30 0.09 -0.10
O -1.57 -0.68 1.11
C -0.94 -1.14 -0.07
C 0.71 -2.62 0.48
C 0.65 -1.21 0.30
Hg -5.13 1.76 0.92
H -1.67 -1.90 -0.39
H -0.93 -0.74 -1.10
H 0.65 -3.31 -0.36
H 1.18 -2.95 1.41
```

Properties
* HOMO level (alpha / beta): -14.57 / -14.95 eV
* expectation value of S²: 2.008
* total charge: +2
* HOMO-LUMO gap (alpha / beta): 4.69 / 5.05 eV
* 2S+1: 3


Version x
DFT (ωB97M-V with the def2-TZVPD basis set) results for a molecular structure, C5H4HgMgO6.

```
17
Properties=species:S:1:pos:R:3
O 4.84 5.60 1.74
C 4.08 4.82 1.39
O 3.26 4.09 0.99
O 0.92 1.11 0.81
Mg 1.82 2.78 0.50
O -1.96 -3.88 -1.37
C -1.83 -2.67 -1.08
O -2.78 -1.88 -0.88
O -0.56 -2.20 -1.05
C -0.39 -0.81 -0.91
C -0.71 -0.60 0.93
C 0.57 -0.04 0.57
Hg -4.44 -4.05 -1.24
H -1.15 -0.22 -1.45
H 0.42 -0.59 -1.63
H -0.65 -1.61 1.36
H -1.43 0.14 1.30
```

Properties
* HOMO level (alpha / beta): -14.26 / -14.78 eV
* expectation value of S²: 2.007
* total charge: +2
* HOMO-LUMO gap (alpha / beta): 4.38 / 4.83 eV
* 2S+1: 3


The structure with the most favorable energy is version x; the runner-up is 13.4 kcal/mol above it.


Version w
DFT (ωB97M-V with the def2-TZVPD basis set) results for a molecular structure, C43H70BF3N10SSi4TeTi.

```
134
Properties=species:S:1:pos:R:3
Ti -1.06 0.94 -0.09
C 1.85 5.73 -0.37
C 1.63 4.35 -0.88
C 2.32 3.72 -1.89
C 1.75 2.44 -2.02
N 0.77 2.31 -1.12
N 0.70 3.48 -0.43
B -0.33 3.82 0.66
N -0.22 2.90 1.88
N -0.58 1.58 1.93
C -0.42 1.19 3.21
C 0.04 2.29 3.96
C 0.15 3.34 3.10
C 0.60 4.73 3.42
C -0.62 -0.13 3.94
C -1.60 0.12 5.09
C 0.76 -0.54 4.50
C -1.17 -1.31 3.16
N -1.76 3.85 0.11
N -2.41 2.79 -0.45
C -3.62 3.24 -0.82
C -3.74 4.59 -0.46
C -2.55 4.95 0.12
C -2.17 6.28 0.68
C -4.77 2.56 -1.55
C -4.56 1.11 -1.99
C -6.00 2.59 -0.62
C -5.07 3.38 -2.81
C 2.31 1.47 -3.06
C 3.81 1.28 -2.73
C 1.67 0.08 -3.16
C 2.19 2.16 -4.43
H 2.67 6.19 -0.92
H 2.11 5.73 0.69
H 0.96 6.35 -0.50
H 3.13 4.15 -2.45
H -0.07 4.92 1.03
H 0.26 2.31 5.02
H 0.85 4.78 4.48
H -0.17 5.46 3.21
H 1.49 5.00 2.84
H -1.26 0.90 5.77
H -1.74 -0.80 5.66
H -2.57 0.42 4.68
H 1.15 0.20 5.19
H 1.47 -0.67 3.68
H 0.67 -1.49 5.03
H -0.53 -1.58 2.31
H -1.23 -2.16 3.84
H -2.16 -1.09 2.81
H -4.58 5.25 -0.60
H -3.00 6.97 0.55
H -1.29 6.69 0.18
H -1.94 6.21 1.75
H -4.39 0.48 -1.13
H -3.73 1.01 -2.68
H -5.47 0.76 -2.49
H -5.80 2.00 0.27
H -6.87 2.16 -1.13
H -6.24 3.61 -0.32
H -4.20 3.39 -3.47
H -5.31 4.42 -2.57
H -5.91 2.95 -3.36
H 3.91 0.82 -1.74
H 4.35 2.23 -2.73
H 4.26 0.62 -3.47
H 2.32 -0.68 -2.74
H 1.48 -0.18 -4.21
H 0.73 0.03 -2.62
H 2.70 3.13 -4.45
H 1.15 2.32 -4.68
H 2.64 1.52 -5.20
F -5.26 -1.74 2.78
C -5.44 -1.85 1.44
F -6.34 -0.91 1.09
F -6.08 -3.05 1.27
C -4.18 -1.81 0.65
C -3.91 -2.86 -0.22
C -2.76 -2.80 -0.99
C -1.90 -1.74 -0.83
N -2.14 -0.69 -0.01
C -3.32 -0.69 0.71
S -3.63 0.71 1.63
H -4.59 -3.69 -0.29
H -2.53 -3.57 -1.71
H -0.96 -1.70 -1.38
N -1.32 0.84 -2.07
C -1.47 1.22 -3.15
C -1.63 1.58 -4.48
C -1.52 0.59 -5.49
N -1.43 -0.21 -6.31
C -1.89 2.91 -4.85
N -2.08 4.01 -5.17
C 3.91 -2.90 3.47
Si 4.17 -2.73 1.59
C 5.48 -4.06 1.18
C 5.06 -1.07 1.32
Si 2.16 -2.84 0.37
Te 1.35 -0.49 0.37
Si 1.09 -4.77 1.28
C 2.37 -6.16 1.57
C 0.18 -4.66 2.94
C -0.19 -5.51 0.09
Si 2.81 -3.64 -1.76
C 3.52 -5.42 -1.81
C 1.43 -3.66 -3.07
C 4.25 -2.58 -2.41
H 4.83 -3.18 3.98
H 3.16 -3.67 3.69
H 3.55 -1.97 3.90
H 6.40 -3.90 1.75
H 5.74 -4.05 0.12
H 5.11 -5.06 1.41
H 5.89 -0.92 2.01
H 4.34 -0.26 1.45
H 5.45 -1.00 0.30
H 3.08 -5.88 2.35
H 2.94 -6.38 0.67
H 1.88 -7.08 1.89
H 0.71 -4.06 3.67
H 0.03 -5.66 3.37
H -0.81 -4.21 2.79
H 0.24 -5.74 -0.88
H -1.00 -4.80 -0.06
H -0.62 -6.43 0.50
H 2.74 -6.17 -1.69
H 4.25 -5.57 -1.01
H 4.02 -5.61 -2.76
H 0.73 -4.48 -2.88
H 1.83 -3.78 -4.08
H 0.86 -2.73 -3.05
H 5.18 -2.87 -1.93
H 4.08 -1.52 -2.19
H 4.38 -2.68 -3.49
```

Properties
* HOMO level (alpha / beta): -1.02 / -2.23 eV
* expectation value of S²: 2.017
* total charge: -2
* HOMO-LUMO gap (alpha / beta): 4.92 / 6.13 eV
* 2S+1: 3


Version x
DFT (ωB97M-V with the def2-TZVPD basis set) results for a molecular structure, C43H70BF3N10SSi4TeTi.

```
134
Properties=species:S:1:pos:R:3
Ti 0.21 0.02 0.58
C 1.07 2.76 -4.50
C 0.46 2.64 -3.15
C -0.60 3.35 -2.60
C -0.81 2.77 -1.33
N 0.05 1.78 -1.13
N 0.83 1.73 -2.23
B 1.73 0.51 -2.41
N 2.62 0.42 -1.14
N 2.49 -0.49 -0.13
C 3.69 -0.62 0.43
C 4.59 0.28 -0.16
C 3.87 0.93 -1.13
C 4.31 2.01 -2.07
C 4.10 -1.62 1.49
C 5.00 -0.93 2.53
C 2.91 -2.24 2.22
C 4.89 -2.74 0.80
N 0.82 -0.71 -2.66
N -0.44 -0.45 -3.09
C -0.89 -1.56 -3.65
C 0.11 -2.56 -3.63
C 1.18 -1.97 -3.01
C 2.55 -2.51 -2.76
C -2.30 -1.64 -4.19
C -2.25 -1.54 -5.72
C -3.14 -0.49 -3.64
C -2.92 -2.98 -3.79
C -1.90 3.11 -0.34
C -1.29 3.27 1.06
C -2.95 1.99 -0.37
C -2.58 4.43 -0.73
H 0.60 3.58 -5.04
H 0.93 1.84 -5.07
H 2.14 2.95 -4.45
H -1.13 4.16 -3.06
H 2.46 0.65 -3.36
H 5.62 0.46 0.10
H 5.26 2.42 -1.72
H 3.57 2.81 -2.12
H 4.45 1.62 -3.08
H 5.94 -0.60 2.08
H 4.49 -0.05 2.94
H 5.23 -1.62 3.34
H 2.23 -2.73 1.52
H 2.35 -1.46 2.75
H 3.26 -2.98 2.94
H 5.74 -2.33 0.24
H 4.25 -3.28 0.10
H 5.26 -3.45 1.54
H 0.05 -3.57 -3.98
H 2.57 -3.58 -2.96
H 2.86 -2.34 -1.73
H 3.29 -2.02 -3.41
H -1.83 -0.58 -6.03
H -3.25 -1.63 -6.15
H -1.63 -2.34 -6.14
H -2.70 0.47 -3.88
H -3.20 -0.56 -2.55
H -4.15 -0.54 -4.05
H -2.41 -3.81 -4.27
H -3.98 -3.01 -4.09
H -2.87 -3.11 -2.71
H -2.08 3.40 1.80
H -0.64 4.15 1.09
H -0.67 2.42 1.33
H -2.48 1.01 -0.25
H -3.47 1.99 -1.33
H -3.68 2.13 0.43
H -1.85 5.24 -0.78
H -3.33 4.68 0.03
H -3.09 4.35 -1.69
F -4.22 -2.98 0.06
C -4.73 -1.75 0.10
F -5.95 -1.86 0.69
F -4.99 -1.39 -1.18
C -3.87 -0.74 0.80
C -4.46 0.12 1.71
C -3.69 1.07 2.37
C -2.35 1.13 2.04
N -1.78 0.36 1.12
C -2.49 -0.62 0.50
S -1.57 -1.59 -0.56
H -5.51 0.02 1.93
H -4.11 1.72 3.11
H -1.67 1.82 2.54
N -0.02 -1.35 2.20
C -0.46 -2.34 2.61
C -0.94 -3.53 3.14
C -2.27 -3.61 3.62
N -3.35 -3.69 4.01
C -0.06 -4.63 3.28
N 0.66 -5.53 3.40
C 2.32 5.34 4.62
Si 2.86 3.65 5.29
C 3.19 3.88 7.14
C 4.52 3.24 4.51
Si 1.22 2.07 4.75
Te 1.67 1.78 2.33
Si -0.80 3.03 5.46
C -0.59 3.94 7.11
C -1.47 4.35 4.29
C -2.11 1.71 5.75
Si 1.58 0.27 6.22
C 1.14 0.78 7.99
C 0.61 -1.29 5.86
C 3.41 -0.18 6.26
H 3.14 6.06 4.69
H 1.46 5.73 5.16
H 2.05 5.24 3.56
H 3.93 4.67 7.29
H 3.58 2.96 7.59
H 2.29 4.15 7.69
H 5.23 4.05 4.68
H 4.40 3.09 3.43
H 4.94 2.32 4.92
H 0.05 4.82 7.00
H -0.16 3.30 7.89
H -1.57 4.28 7.45
H -0.71 5.10 4.07
H -2.32 4.85 4.76
H -1.81 3.95 3.33
H -1.84 1.11 6.63
H -2.20 1.03 4.91
H -3.09 2.15 5.94
H 0.06 0.91 8.12
H 1.63 1.70 8.31
H 1.46 -0.03 8.67
H -0.45 -1.10 5.74
H 0.74 -1.99 6.70
H 0.97 -1.78 4.96
H 4.04 0.70 6.40
H 3.71 -0.66 5.33
H 3.61 -0.87 7.08
```

Properties
* HOMO level (alpha / beta): -1.52 / -2.36 eV
* expectation value of S²: 2.007
* total charge: -2
* HOMO-LUMO gap (alpha / beta): 5.43 / 6.27 eV
* 2S+1: 3


The structure with the most favorable energy is version w; the runner-up is 22.5 kcal/mol above it.


Version w
DFT (ωB97M-V with the def2-TZVPD basis set) results for a molecular structure, C26H17F12N6NaO2.

```
64
Properties=species:S:1:pos:R:3
Na 0.89 -1.25 0.61
C 2.50 2.96 -5.06
C 2.01 2.41 -3.75
C 1.08 3.09 -2.98
C 0.62 2.56 -1.81
C 1.06 1.30 -1.30
N 0.49 0.77 -0.22
C -0.02 1.51 0.78
C 0.63 2.70 1.20
C 0.15 3.50 2.21
C -1.06 3.19 2.83
C -1.60 4.03 3.95
C -1.70 2.02 2.45
C -1.19 1.14 1.50
C -1.24 -1.14 2.54
O -0.20 -1.77 2.22
C -1.86 -0.21 1.41
F -3.98 0.00 2.68
F -2.03 -0.18 -0.90
F -2.39 -2.10 2.91
C -1.07 -0.48 3.94
F -2.13 0.13 4.52
F -0.06 0.41 3.98
F -0.73 -1.43 4.83
C 2.01 0.61 -2.10
C 2.45 1.17 -3.29
C 2.55 -0.76 -1.69
O 2.47 -1.14 -0.44
C 4.08 -0.89 -2.10
F 4.80 0.19 -1.74
F 4.65 -1.93 -1.45
F 4.44 -1.10 -3.40
C 1.83 -1.80 -2.63
F 2.01 -1.62 -3.97
F 2.24 -3.07 -2.42
F 0.50 -1.82 -2.48
H 2.22 4.00 -5.17
H 2.07 2.40 -5.90
H 3.59 2.88 -5.14
H 0.70 4.05 -3.32
H -0.13 3.09 -1.24
H 1.57 2.94 0.72
H 0.70 4.37 2.53
H -1.36 5.08 3.79
H -1.17 3.73 4.90
H -2.69 3.92 4.02
H -2.62 1.77 2.96
H 3.16 0.64 -3.90
N -4.08 -1.17 0.75
C -3.41 -0.08 1.43
N -1.51 -0.93 0.20
C -2.17 -2.18 0.15
N -3.42 -2.29 0.41
C -1.39 -3.38 -0.04
C -2.01 -4.65 -0.06
N -1.32 -5.77 0.00
C 0.00 -5.65 0.06
C 0.63 -4.41 -0.03
N -0.07 -3.29 -0.08
H -4.96 -1.40 1.19
H -3.68 0.87 0.94
H -3.09 -4.73 -0.12
H 0.55 -6.57 0.18
H 1.70 -4.30 -0.08
```

Properties
* HOMO level: -0.59 eV
* total charge: -2
* HOMO-LUMO gap: 4.66 eV


Version x
DFT (ωB97M-V with the def2-TZVPD basis set) results for a molecular structure, C26H17F12N6NaO2.

```
64
Properties=species:S:1:pos:R:3
Na 0.87 -0.70 -0.09
C -4.59 -0.80 4.09
C -3.63 -0.36 3.02
C -3.09 0.91 2.99
C -2.17 1.27 2.02
C -1.72 0.39 1.00
N -0.76 0.77 0.12
C -0.69 2.04 -0.35
C -1.86 2.83 -0.49
C -1.88 4.10 -1.01
C -0.71 4.70 -1.47
C -0.70 6.08 -2.07
C 0.45 3.94 -1.38
C 0.52 2.65 -0.85
C 1.90 1.91 -0.92
O 2.13 0.90 -0.09
C 2.04 1.37 -2.39
F 3.27 0.86 -2.63
F 1.81 2.25 -3.38
F 1.16 0.36 -2.57
C 3.08 2.95 -0.72
F 4.26 2.33 -0.47
F 2.87 3.75 0.34
F 3.37 3.77 -1.77
C -2.27 -0.94 1.04
C -3.19 -1.25 2.04
C -1.77 -2.04 0.05
O -0.45 -2.19 0.00
C -2.36 -1.74 -1.41
F -2.49 -0.44 -1.69
F -1.58 -2.27 -2.36
F -3.60 -2.28 -1.61
C -2.33 -3.48 0.42
F -1.93 -4.38 -0.50
F -3.67 -3.67 0.52
F -1.81 -3.89 1.59
H -5.15 0.05 4.48
H -4.08 -1.27 4.94
H -5.31 -1.53 3.71
H -3.38 1.64 3.74
H -1.75 2.27 2.03
H -2.80 2.38 -0.18
H -2.82 4.64 -1.09
H -1.63 6.60 -1.86
H -0.58 6.06 -3.16
H 0.12 6.70 -1.68
H 1.35 4.39 -1.76
H -3.61 -2.25 2.08
N 4.88 -0.52 -0.27
C 4.44 -0.50 0.99
N 3.89 -1.65 1.31
C 3.97 -2.34 0.13
N 4.56 -1.70 -0.85
C 3.18 -3.57 -0.09
C 3.47 -4.80 0.48
N 2.68 -5.86 0.32
C 1.57 -5.65 -0.39
C 1.26 -4.42 -0.95
N 2.08 -3.38 -0.81
H 5.10 0.27 -0.85
H 4.49 0.38 1.61
H 4.37 -4.93 1.08
H 0.89 -6.49 -0.50
H 0.33 -4.24 -1.47
```

Properties
* HOMO level: -0.56 eV
* total charge: -2
* HOMO-LUMO gap: 4.60 eV


The structure with the most favorable energy is version x; the runner-up is 77.9 kcal/mol above it.


Version w
DFT (ωB97M-V with the def2-TZVPD basis set) results for 3 unconnected molecules or ions with the total composition C5H16NO.

```
23
Properties=species:S:1:pos:R:3
C 0.67 1.06 2.07
C 1.59 0.31 1.05
C 0.90 -0.72 0.30
C 0.95 -0.88 -1.13
C 2.40 -0.95 -1.65
N -4.41 0.14 -0.25
H 0.54 2.09 1.81
H 1.20 1.21 3.02
H 2.13 0.95 0.35
H 2.36 -0.21 1.63
H 0.85 -1.66 0.86
H -0.76 0.63 -0.09
H 0.42 -1.74 -1.53
H 0.50 0.03 -1.55
H 2.93 0.00 -1.50
H 2.35 -0.98 -2.73
H 3.08 -1.71 -1.27
H -0.21 0.47 2.27
H -4.51 -0.67 -0.85
H -5.12 0.80 -0.52
H -2.41 0.45 -0.57
H -3.78 0.47 0.44
O -1.67 0.92 -0.15
```

Properties
* HOMO level: -12.45 eV
* total charge: +1
* HOMO-LUMO gap: 5.29 eV


Version x
DFT (ωB97M-V with the def2-TZVPD basis set) results for 2 unconnected molecules or ions with the total composition C5H16NO.

```
23
Properties=species:S:1:pos:R:3
C -2.08 -0.39 0.24
C -0.67 -0.20 -0.22
C 0.41 -0.13 0.87
C 0.43 -1.48 1.61
C 0.15 0.95 1.92
N -0.51 1.21 -0.91
H -2.81 0.26 -0.27
H -2.38 -1.40 -0.06
H -2.26 -0.38 1.34
H -0.33 -0.90 -0.98
H 1.38 -0.09 0.38
H 1.03 -1.39 2.53
H -0.56 -1.61 2.08
H 0.69 -2.40 1.09
H 0.27 1.99 1.56
H -0.94 0.96 2.07
H 0.79 0.90 2.77
H -1.00 1.99 -0.44
H 0.42 1.17 -1.36
H -1.11 1.23 -1.75
H 1.36 -0.66 -2.89
H 2.72 -0.47 -3.40
O 2.08 -0.02 -2.84
```

Properties
* HOMO level: -15.37 eV
* total charge: +1
* HOMO-LUMO gap: 11.97 eV


Version y
DFT (ωB97M-V with the def2-TZVPD basis set) results for 2 unconnected molecules or ions with the total composition C5H16NO.

```
23
Properties=species:S:1:pos:R:3
C 0.74 2.49 -0.71
C -0.18 1.34 -0.23
C 0.44 0.40 0.85
C -0.58 -0.73 1.09
C -1.99 -0.29 1.09
N -0.45 0.29 -1.38
H 0.33 3.21 -1.43
H 0.78 2.96 0.31
H 1.78 2.28 -0.86
H -1.22 1.70 0.03
H 0.68 1.00 1.81
H 1.34 -0.03 0.37
H -0.39 -1.28 1.99
H -0.49 -1.43 0.24
H -2.82 -1.05 1.49
H -2.46 0.05 0.09
H -1.97 0.53 1.82
H -0.52 0.62 -2.35
H 0.06 -0.67 -1.42
H -1.42 -0.09 -1.36
H 3.03 -4.54 -0.69
H 2.82 -3.13 -0.02
O 2.48 -3.62 -0.73
```

Properties
* HOMO level: -14.29 eV
* total charge: +1
* HOMO-LUMO gap: 10.87 eV


The structure with the most favorable energy is version x; the runner-up is 21.4 kcal/mol above it.